Density functional theory data (ωB97M-V/def2-TZVPD) for a 2-piece molecular cluster, C4H8N2O overall in a non-equilibrium geometry.

CARTESIAN COORDINATES (ANGSTROEM)
C 0.0888 -0.5819 1.8071
C 0.5019 -0.4119 0.4245
C 1.5142 0.4329 -0.0518
N 1.5271 0.1237 -1.4586
C 0.4850 -0.6843 -1.6851
N -0.2058 -1.0013 -0.6230
H -1.0134 -0.6067 1.7723
H 0.4009 0.2139 2.5042
H 0.4505 -1.5497 2.1933
H 2.2617 0.9522 0.5478
H 2.2431 0.5277 -2.0674
H 0.1991 -1.1562 -2.6251
O -2.7405 1.5696 -0.4719
H -2.1307 0.8297 -0.2510
H -3.5819 1.3424 -0.0152

Properties
**SMILES**: Cc1c[nH]cn1.O
**Lowest unoccupied orbital energy**: 0.89 eV